Below is 8 unconnected molecules or ions with the total composition C61H82BFN2O11PS, with properties calculated with ωB97M-V with the def2-TZVPD basis set.

Values from the calculation:
F_max, eV Å⁻¹: 2.29
Calculated total energy, Eh: -4175.10386
Frontier orbital gap, eV: 6.679
Net charge: -1
LUMO level, Eh: 0.0707

The geometry in XYZ format:
```
160
C61H82BFN2O11PS | the Open Molecules 2025 dataset | ωB97M-V with the def2-TZVPD basis set
S -0.30814 -3.49994 4.85193
P 3.87206 0.52463 0.39408
F 0.61934 -5.06215 -0.04557
O 2.95530 -4.29458 2.52883
O 3.90152 -4.17790 1.50643
O 0.76954 2.41942 -0.88995
O 2.01798 -2.71127 -1.15348
O 3.01239 1.28525 1.50378
O -1.01013 -3.34349 6.07997
O -0.24307 -5.07866 4.57031
O 1.00433 -2.98087 4.91976
O 5.42043 0.97784 0.62212
O 3.49362 0.85534 -0.97410
O -0.15886 -3.08902 -0.54997
N -1.12670 1.10182 -0.72308
N -0.19719 -4.35055 -3.18207
C -1.26337 -2.62032 3.59882
C -0.17972 1.93758 -1.40337
C 3.22623 -4.08516 0.24931
C 1.13062 -2.34279 -9.36153
C 4.62005 2.09168 -5.51694
C -0.45752 2.19906 -2.88031
C -0.29067 -2.65072 -7.44543
C 0.00249 -3.74911 1.74587
C -0.67556 9.59291 -0.45853
C -1.99685 -0.91997 11.24389
C -3.85832 6.70030 -2.40077
C 4.23949 1.23349 -6.54151
C 3.29319 0.24539 -6.30324
C -0.94008 10.54318 0.51861
C -3.04883 0.44510 5.91108
C -0.66536 -0.30014 -0.60322
C -1.57744 1.67415 0.54662
C 3.78368 -1.27004 0.57846
C -2.81066 6.07782 -4.47195
C -0.70950 -0.61490 10.82302
C 0.26351 -0.78114 -1.71277
C 2.15837 -3.00519 -8.70389
C -3.20636 1.02360 4.65791
C -3.40552 2.58377 6.94423
C -0.09539 -2.16957 -8.73331
C -3.14289 1.22514 7.05446
C 3.10621 0.97590 -4.01635
C -2.27724 -2.35648 9.33496
C -1.94352 7.96729 0.77856
C 2.35692 -1.73729 0.88715
C -0.20463 -1.18537 9.66163
C -1.71198 10.20696 1.62198
C 2.07255 -3.09376 0.20662
C -3.56747 3.16185 5.69155
C -2.78032 -1.79288 10.50062
C 1.96105 -3.48853 -7.41676
C -2.31116 -6.90685 -3.23800
C -2.21216 8.91855 1.75308
C -2.20167 -6.94788 -1.85344
C 6.32337 0.33406 -0.27224
C -2.77365 2.60568 0.24381
C -4.18857 -8.40937 -3.13278
C -4.35625 5.41275 -2.27033
C -0.98906 -2.05504 8.91477
C 2.09497 3.47658 1.94263
C -1.17857 8.30594 -0.32884
C -0.51937 -2.42572 2.27830
C 7.29776 -0.59394 0.46742
C -3.08645 -7.71877 -1.11082
C 3.32922 2.69562 1.49505
C -3.08258 7.03380 -3.50253
C -3.46393 2.38281 4.54742
C 2.73009 0.11425 -5.03994
C 0.73791 -3.30856 -6.78486
C 0.61267 -3.10579 -3.12418
C -4.08202 -8.44638 -1.74920
C -3.31479 4.79003 -4.33908
C 0.62029 -3.66944 0.36797
C -4.08612 4.45540 -3.23823
C 4.04976 1.96482 -4.25649
C -3.30217 -7.64132 -3.87631
B 0.63673 -2.40651 -1.62313
H -1.50498 -1.65595 4.03738
H 2.19152 -1.76496 1.96903
H -3.78408 -2.03314 10.82962
H -3.51574 2.61525 1.04025
H -0.89960 -1.65795 -9.24812
H -0.54469 11.54645 0.41953
H -0.18147 -0.49304 0.35840
H 1.46944 3.66065 1.07439
H -3.48359 3.19317 7.83595
H -0.27705 -0.64464 -2.65344
H -4.06996 7.44360 -1.64193
H -0.78339 2.18564 1.09536
H -2.81161 8.65536 2.61560
H 3.02758 -3.47031 3.03157
H 3.59872 3.05321 0.50195
H -2.40406 3.60001 -0.00987
H -3.38381 -7.61410 -4.95599
H -0.09892 0.06820 11.40102
H -2.99982 -7.75182 -0.03156
H 4.34020 2.63588 -3.45742
H 0.80121 -0.95141 9.33619
H 1.54820 2.84903 2.64296
H 7.47198 -0.24555 1.48285
H -1.40803 1.73731 -3.13267
H -2.20104 -3.16259 3.47147
H 2.91844 -5.09007 -0.04124
H -4.77470 -9.04334 -1.16826
H -4.47131 3.44931 -3.12999
H 1.63495 -3.38086 -3.38230
H 1.99548 -0.66083 -4.85168
H -1.98845 0.86104 1.14394
H -2.33093 6.96117 0.88097
H 4.16968 2.89729 2.15683
H -0.59972 -2.49623 8.00721
H 0.34630 1.79215 -3.48593
H -0.86893 -5.29241 3.85645
H -0.97399 7.56496 -1.09157
H 3.11420 -3.14411 -9.19470
H 3.97225 -3.77234 -0.47126
H 0.24698 -5.09840 -2.66838
H 6.93635 1.08911 -0.76170
H -2.84964 -0.61752 5.99180
H -3.24724 2.21745 -0.65454
H 1.28513 -1.96178 -10.36376
H -2.68522 8.03650 -3.60235
H 0.70825 -4.25704 2.39832
H 1.22654 -0.26307 -1.72158
H 0.23933 -1.65821 2.39284
H 4.68108 1.33537 -7.52605
H 5.36148 2.86044 -5.70190
H 2.66763 0.87588 -3.03308
H 2.76229 -4.00560 -6.90376
H -3.09897 4.04610 -5.09577
H 8.24912 -0.58216 -0.05652
H -3.01173 0.77337 8.03046
H 4.48266 -1.60376 1.34590
H -2.88918 -3.03288 8.75107
H -3.12879 0.41411 3.76510
H -4.96309 -8.97947 -3.63167
H -1.42616 -6.37802 -1.35427
H -1.92351 10.94962 2.38124
H 5.83697 -0.22426 -1.06958
H -0.86348 -4.41489 1.65008
H 0.58531 -3.68146 -5.77817
H -2.38992 -0.47747 12.15114
H -0.07699 9.85586 -1.32170
H -1.13303 -4.17362 -2.84496
H -4.95501 5.15199 -1.40614
H -3.77333 4.22171 5.60722
H -1.24563 -2.51287 -6.95388
H -0.59445 3.27066 -3.01724
H -1.27002 -2.02797 1.59861
H -1.55885 -0.92632 -0.63861
H 2.99407 -0.42395 -7.10111
H 2.37768 4.42474 2.39201
H -2.20250 6.33492 -5.33004
H 0.19233 -2.43933 -3.88758
H 6.89793 -1.60412 0.52497
H -1.62256 -6.30177 -3.81605
H 4.11382 -1.67817 -0.36847
H 1.69647 -0.96444 0.50223
H -3.58416 2.83426 3.57028
```

Löwdin atomic charge list, values in e, 4 entries: S 0.5828; P 0.5255; F -0.0125; O -0.0291